Here is a molecular structure, C6H8S from OMol25. Energies are from ωB97M-V with the def2-TZVPD basis set.

Summary:
HOMO-LUMO gap (alpha / beta) = 9.04 / 6.33 eV
Energy relative to the best compared isomer or geometry (same formula, charge and spin) = 123.1 kcal per mole
Net charge = 0
HOMO level (alpha / beta) = -0.3256 / -0.2845 Eh

Last column: Löwdin charge in e.
Geometry (Å):
C1 0.0441 -0.0817 0.2482  -0.26
C2 0.5888 0.4098 1.3331  0.06
C3 -0.5492 1.3691 0.1284  -0.14
C4 -0.2234 -1.2985 -0.5465  -0.21
C5 -0.0018 1.7749 1.4947  -0.13
C6 0.7792 -2.4825 -0.1901  -0.61
S1 0.6956 -2.8683 1.5671  0.59
H1 -0.0798 1.8073 -0.6552  0.07
H2 -1.6434 1.4583 -0.0051  0.13
H3 -1.2724 -1.6827 -0.3934  0.14
H4 -0.1202 -0.9371 -1.5042  0.08
H5 -0.8058 2.0078 2.2413  0.13
H6 0.5960 2.5656 1.5354  0.05
H7 0.4278 -3.4335 -0.6217  0.06
H8 1.8197 -2.3392 -0.4253  0.05